# 1
The following is a quantum chemistry calculation of an isolated molecule of C2H3NOS2 in a non-equilibrium geometry, from the Open Molecules 2025 dataset.

Structure (XYZ):
```
9
Properties=species:S:1:pos:R:3:forces:R:3:nbo_charge:R:1
C -0.904092 -0.078832 -0.075630 3.2839 -1.0356 -0.9706 -0.04
C -0.249426 -1.263473 -0.034015 1.4589 1.3583 0.1109 -0.43
S 1.529904 -1.529312 -0.186011 -0.2477 3.0589 0.4964 0.10
S 2.001582 0.614001 0.558693 -1.1853 -2.1885 -1.4625 0.34
O 1.016581 1.323872 -0.650900 1.0916 -0.5747 0.0755 -0.49
N -0.355514 1.136912 -0.543040 -0.9743 0.5602 1.6102 -0.27
H -1.858064 0.112201 0.296394 -1.5931 -0.2297 0.4244 0.21
H -0.538401 -2.134461 0.458838 -1.6876 -1.0151 0.4937 0.23
H -0.642566 1.819092 0.175673 -0.1464 0.0663 -0.7780 0.35
```
Forces are in eV/Å.

Summary:
multiplicity	1
total charge	0
frontier orbital gap	8.16	eV
energy above the lowest of the compared OMol25 structures with the same formula, charge and spin	356.6	kJ/mol
SMILES	c1csso[nH]1

---

# 2
The following is a quantum chemistry calculation of a structure of composition C20H42KNO6S2 in a non-equilibrium geometry, from the Open Molecules 2025 dataset.

Structure (XYZ):
```
72
Properties=species:S:1:pos:R:3:forces:R:3:lowdin_charge:R:1
K 21.681440 3.754870 -10.239980 -0.4358 -0.2101 0.2009 0.90
C 14.882350 3.075760 -8.198750 -0.2945 0.1502 -0.5930 -0.10
C 15.953390 3.336810 -9.278590 0.7573 -1.0055 0.4510 -0.72
C 16.059640 4.850910 -9.547490 0.8712 -0.3610 0.4242 -0.12
O 17.093800 2.587880 -9.087990 0.1295 1.1717 0.1077 -0.37
H 14.694490 2.018150 -8.013640 0.1446 -0.0924 -0.2636 0.06
H 13.971830 3.532360 -8.586780 -0.4766 -0.0211 0.2481 0.05
H 15.089230 3.520880 -7.225530 0.3704 0.2381 -0.0097 0.06
H 15.567990 3.115390 -10.273850 -1.0382 -0.9840 -0.4502 0.08
H 16.484400 5.409000 -8.713100 0.0242 0.1931 0.1822 0.05
H 15.076640 5.232640 -9.823370 0.0520 0.2271 -0.0719 0.06
H 16.754760 4.868900 -10.386890 -0.0020 0.5669 -0.1478 0.05
C 26.527450 -2.845180 -8.802010 -0.4144 0.1667 -0.8863 -0.21
C 26.093550 -2.201200 -7.503590 -0.5830 1.8644 -0.4548 -0.20
C 26.687090 -0.743990 -7.606400 -0.5564 -0.2113 1.2326 -0.21
S 26.861150 -0.215080 -9.335810 -3.2955 -1.1602 2.1268 0.62
O 28.196220 0.090290 -9.546650 4.0381 0.5889 -1.1505 -0.29
O 25.891730 0.822270 -9.604270 -0.3165 -0.4936 -0.2635 -0.34
C 26.387960 -1.822790 -9.981980 -0.0993 -0.4984 -0.1433 -0.21
H 25.814030 -3.643960 -9.004690 0.5919 -0.4527 -0.1820 0.11
H 27.565980 -3.170710 -8.742000 -0.1299 -0.2843 -0.1211 0.12
H 26.309340 -2.756370 -6.590720 0.7678 0.1835 -0.1521 0.11
H 25.003990 -2.188650 -7.475540 -0.1572 0.4048 -0.2337 0.11
H 27.628130 -0.711820 -7.057280 0.3332 0.0608 -0.5878 0.10
H 26.105520 0.076750 -7.186580 -0.3876 -0.3387 0.2481 0.09
H 26.992500 -2.108340 -10.842840 0.2975 0.2080 0.1630 0.10
H 25.376760 -1.738310 -10.380050 -0.1827 0.0208 0.3912 0.10
C 19.585890 3.581360 -1.525400 1.9031 1.2774 -0.9032 -0.19
C 18.658180 2.606770 -2.245650 1.5880 -2.0611 0.7267 -0.21
C 19.168990 2.465620 -3.697770 0.0082 1.3781 -0.9633 -0.20
S 20.991570 2.674170 -3.716220 -0.4596 -1.7315 0.6999 0.71
O 21.457240 3.523580 -4.812400 -0.3531 -0.8827 0.8808 -0.36
O 21.539060 1.304270 -3.497870 -0.5337 2.2880 -0.7728 -0.37
C 21.070080 3.504900 -2.123880 -0.3927 -0.4879 -0.2966 -0.21
H 19.763420 3.444910 -0.458650 -0.7483 -0.2017 -0.0124 0.11
H 19.168760 4.573670 -1.696960 0.3545 0.2478 0.1825 0.11
H 17.620940 2.824090 -1.990690 -0.0361 0.2571 -0.9543 0.12
H 18.833320 1.650610 -1.752510 -0.1006 -0.3566 -0.0850 0.11
H 18.786330 3.292360 -4.296260 0.0382 0.1709 -0.1065 0.10
H 19.072260 1.595660 -4.347310 -0.6373 -0.4069 0.7202 0.10
H 21.664610 4.397030 -2.320690 -0.5028 0.3330 0.4086 0.09
H 21.694470 2.794630 -1.581890 -0.1178 0.1842 0.3498 0.09
C 18.437020 -2.700620 -13.778020 1.1611 0.7976 0.4765 0.00
C 19.982850 -2.685250 -14.066710 0.4427 -0.8260 1.3007 -0.51
C 20.292370 -3.401520 -15.347760 -0.0800 -0.3027 -1.3016 -0.17
C 19.903740 -2.632610 -16.587180 -0.2313 -0.2605 -0.1735 -0.19
C 20.597590 -1.288770 -16.627420 -0.0381 0.6008 1.5664 -0.12
C 20.373700 -0.494940 -15.258190 1.2670 0.4906 -0.6704 -0.45
N 20.619320 -1.354220 -14.077730 0.0617 -0.8770 -2.9527 -0.14
O 20.665980 -0.637120 -12.912030 -0.1311 0.0566 0.8738 -0.01
C 21.466270 0.663130 -15.171290 -1.6027 0.0613 -0.6202 -0.04
C 18.986710 0.152650 -15.395380 0.0731 0.4116 0.1467 -0.04
C 20.777950 -3.488600 -13.011810 -1.1078 1.3288 0.8450 -0.04
H 18.328570 -2.240000 -12.796100 -0.2940 0.3989 0.0195 0.08
H 17.934160 -2.099030 -14.535190 -0.2568 -0.2052 0.1935 0.06
H 17.954350 -3.667380 -13.634800 0.3787 -0.2203 -0.4989 0.09
H 21.335230 -3.693560 -15.471240 0.2644 0.2053 0.5027 0.12
H 19.734300 -4.337470 -15.321810 -0.0529 -0.1245 0.0207 0.12
H 20.129200 -3.226710 -17.472800 0.0943 0.0421 -0.1217 0.11
H 18.817420 -2.544260 -16.573060 -0.1374 0.3766 -0.1847 0.10
H 20.189020 -0.669230 -17.425760 0.0995 0.1184 -0.0148 0.11
H 21.674490 -1.366900 -16.776730 0.0531 -0.3045 -0.0869 0.12
H 21.421010 1.193010 -16.122750 0.4381 -0.2833 -0.4230 0.07
H 22.484830 0.366810 -14.920610 -0.2510 -0.2660 -0.0487 0.08
H 21.125770 1.470620 -14.523130 0.0635 -0.2852 0.6295 0.06
H 19.122980 1.073680 -15.962140 -0.0740 0.2064 0.1199 0.08
H 18.534370 0.406340 -14.436670 -0.0706 0.0702 0.0402 0.08
H 18.270160 -0.413390 -15.990590 0.0635 -0.3332 0.2469 0.07
H 21.836210 -3.258770 -13.135770 0.0228 -0.7007 -0.3290 0.09
H 20.539090 -3.021250 -12.056490 -0.0637 -0.2938 0.3599 0.07
H 20.446900 -4.526600 -12.979470 0.4754 -0.0446 -0.1200 0.09
H 19.767560 -0.379540 -12.692750 -0.5855 0.2225 0.2655 0.09
```
Forces are in eV/Å.

Summary:
multiplicity	1
total charge	0
frontier orbital gap	3.46	eV
energy above the lowest of the compared OMol25 structures with the same formula, charge and spin	208.7	kJ/mol

---

# 3
The following is a quantum chemistry calculation of an isolated molecule of C11H23N5O3 in a non-equilibrium geometry, from the Open Molecules 2025 dataset.

Structure (XYZ):
```
42
Properties=species:S:1:pos:R:3:forces:R:3:nbo_charge:R:1
H 3.600648 2.191358 0.374852 -3.7954 0.5247 0.8934 0.32
N 4.531854 2.327803 0.225460 2.5479 -4.5145 -0.5763 -0.75
C 4.934558 1.057914 -0.009434 -0.5717 2.2329 -0.8926 0.57
N 6.213082 1.013593 -0.547138 1.0901 2.8561 1.8239 -0.83
N 4.334839 -0.285124 0.040505 0.6241 -1.0817 -3.1539 -0.65
C 2.863222 -0.485944 0.217008 -0.0401 3.6598 -1.7591 -0.21
C 2.361597 -1.728278 0.841191 0.6691 -3.2753 -0.4597 -0.45
C 0.882066 -1.884296 1.357850 -0.5364 3.0489 -0.7472 -0.36
C -0.265076 -1.705490 0.231309 1.7195 1.9307 3.5170 -0.18
N -1.551458 -1.660821 0.983216 0.6718 2.5607 -3.1903 -0.61
C -2.497274 -0.648440 0.948858 -0.8438 -2.0757 3.9478 0.69
O -3.394609 -0.779480 1.824926 1.3312 1.2854 -2.4703 -0.62
C -2.280506 0.485738 -0.027559 -3.6672 1.1464 4.9984 -0.14
N -2.379206 -0.061623 -1.225065 -0.8732 -4.1790 -8.6217 -0.88
C -3.320043 1.677263 0.232880 2.7396 0.2852 -1.5354 -0.28
C -4.549747 1.360476 -0.452078 -4.9848 -0.6789 -2.2082 -0.62
C -2.726081 2.974540 -0.302989 -0.4753 1.4828 -1.1214 -0.61
C -0.254400 -2.686592 -0.849184 -0.0590 -0.0589 -0.1016 0.76
O 0.513979 -3.588171 -0.916383 0.7471 -1.3713 -0.1213 -0.56
O -1.168645 -2.438377 -1.752635 -0.7532 0.5719 -1.8130 -0.70
H 6.690390 0.211545 -0.142577 0.6117 0.3826 -0.1616 0.38
H 6.609820 2.079967 -0.226466 -0.9098 -4.2162 -1.3340 0.42
H 4.585046 -0.802468 -0.910622 -0.0153 1.5373 2.7424 0.38
H 2.783632 0.289120 0.954332 -1.4566 0.9540 0.2940 0.19
H 2.342632 -0.177075 -0.834000 0.7569 -0.6956 2.5538 0.17
H 2.611897 -2.548599 0.114696 -0.7082 0.3486 0.5255 0.22
H 3.055626 -1.988384 1.652127 -0.3060 0.3191 0.2178 0.23
H 0.661725 -0.928925 2.096923 0.4903 -2.7309 -1.4331 0.21
H 0.697603 -2.867030 1.792505 0.4116 0.2599 0.4347 0.23
H 0.065515 -0.736165 -0.236368 -1.1280 -0.5190 0.4394 0.22
H -1.710283 -2.255664 1.739924 0.0366 -1.2650 1.1809 0.41
H -1.328475 0.841991 0.183179 2.0737 0.8770 0.1774 0.21
H -3.158991 -0.878408 -1.568282 2.4483 3.6106 1.9085 0.43
H -2.166608 0.589444 -2.012288 -0.6493 -0.8439 0.7711 0.40
H -3.469185 1.822318 1.273587 -0.2197 -0.1811 1.0122 0.23
H -5.006662 0.545465 0.196486 -0.1479 0.8409 -1.1726 0.24
H -5.375609 2.297071 -0.571652 2.3620 -2.5348 0.5860 0.22
H -4.454226 0.917251 -1.578916 -0.1060 1.2884 2.7803 0.20
H -1.944587 3.303871 0.445474 -0.9635 0.3660 -1.0296 0.22
H -3.695353 3.678330 -0.453187 2.7589 -0.9719 0.6291 0.22
H -2.222010 2.929049 -1.361274 -0.9164 -0.1887 1.8538 0.19
H -1.420709 -1.458738 -1.749190 0.0364 -0.9878 0.6154 0.51
```
Forces are in eV/Å.

Summary:
multiplicity	1
total charge	0
frontier orbital gap	9.53	eV
energy above the lowest of the compared OMol25 structures with the same formula, charge and spin	529.8	kJ/mol
SMILES	[H]/N=C(/N)NCCC[C@H](NC(=O)[C@@H](N)C(C)C)C(=O)O

---

# 4
The following is a quantum chemistry calculation of a structure of composition C11H39HgO11 in a non-equilibrium geometry, from the Open Molecules 2025 dataset.

Structure (XYZ):
```
62
Properties=species:S:1:pos:R:3:forces:R:3:nbo_charge:R:1
Hg 3.567797 1.714970 0.510173 -1.4906 -1.2501 -0.4662 1.48
C -0.222255 0.399244 -0.852530 0.1568 -0.2276 -0.9443 -0.74
C 1.145715 0.812576 -0.353645 -0.8213 0.1689 1.1229 0.81
O 2.009758 0.000608 0.028548 0.4644 -0.5411 -0.4666 -0.75
O 1.357690 2.060356 -0.172761 1.1982 0.7866 -0.1366 -0.72
H -0.105288 -0.160521 -1.785612 0.3341 -0.1364 0.1047 0.26
H -0.854395 1.237138 -1.133464 0.0936 0.2172 0.4941 0.26
H -0.722809 -0.291693 -0.174634 0.1196 0.1808 0.2997 0.29
C -2.826882 -1.188616 -3.668934 -0.3735 1.1388 -0.2749 -0.25
O -2.855026 -2.132470 -2.618391 0.1938 -0.1346 0.2588 -0.74
H -3.534187 -0.370574 -3.483684 -0.1223 -0.1273 -0.0224 0.17
H -1.856201 -0.694322 -3.709870 0.1826 -0.3883 0.1683 0.18
H -3.038700 -1.575125 -4.666647 0.0298 -0.3920 0.1518 0.19
H -3.689111 -2.612904 -2.626360 0.0159 -0.0261 -0.1884 0.48
C 1.080969 -1.745336 3.008100 -0.4296 0.0569 -1.0525 -0.26
O 1.662360 -2.282774 1.805996 0.2107 -0.0983 0.0712 -0.76
H 1.494508 -2.342944 3.814074 -0.1052 0.4633 0.3640 0.19
H 1.244803 -0.664109 3.043892 0.5251 -0.1039 0.5959 0.15
H -0.008102 -1.818022 2.952713 0.0468 -0.4586 0.2065 0.21
H 1.811248 -1.555678 1.202386 -0.2608 0.0441 -0.1808 0.47
C -4.241617 0.014977 -0.065963 -0.3024 -0.2159 -1.1485 -0.25
O -3.255019 -1.002390 0.064890 0.0170 0.2348 0.2739 -0.78
H -3.929519 0.702594 -0.859324 0.0278 0.3875 0.3602 0.16
H -5.188254 -0.398144 -0.432177 -0.0298 -0.1322 0.2685 0.17
H -4.441622 0.529065 0.867841 0.3533 -0.0624 0.1157 0.19
H -3.091018 -1.360341 -0.820791 0.0579 -0.1590 -0.0615 0.50
C 3.384261 -2.222285 -2.690336 0.3053 -0.1354 -0.4573 -0.25
O 3.562679 -3.622222 -2.570055 -0.0790 0.0934 0.0340 -0.71
H 2.820805 -2.043424 -3.605560 -0.2290 -0.0619 0.1339 0.19
H 2.850533 -1.798295 -1.835522 -0.0005 0.0611 -0.0078 0.15
H 4.340853 -1.713772 -2.856550 0.0092 0.0971 0.2478 0.16
H 4.329582 -3.801935 -2.021130 -0.0231 -0.0598 0.0079 0.46
C 0.290453 4.558417 -2.712808 0.4094 0.5501 0.3334 -0.24
O -1.059046 4.744902 -3.070180 -0.0067 -0.0401 0.0438 -0.72
H 0.704033 5.396515 -2.138248 -0.2253 0.1220 0.0039 0.16
H 0.453032 3.677030 -2.084632 -0.0496 -0.2505 -0.2633 0.14
H 0.889225 4.528586 -3.621466 -0.1246 -0.3595 -0.0760 0.18
H -1.536419 5.070518 -2.300679 0.0002 -0.0628 0.0130 0.48
C -0.963891 4.123953 1.959011 0.4875 -0.1134 -0.3687 -0.24
O -0.830332 3.978842 0.548691 -0.3267 0.0851 -0.2603 -0.75
H -0.722875 5.149273 2.239096 -0.1627 0.0428 0.1191 0.18
H -1.983439 3.869739 2.237897 -0.0394 0.1192 0.0750 0.18
H -0.277604 3.459063 2.489946 -0.0445 -0.0455 0.0692 0.15
H -0.053027 3.474185 0.298394 0.0686 -0.0209 0.2705 0.48
C 4.803016 -1.473547 0.563749 -0.2687 -0.8977 -0.0031 -0.26
O 5.052465 -0.051262 0.651924 -0.2381 1.2028 -0.1715 -0.81
H 3.780729 -1.728974 0.295275 -0.1414 0.7270 0.1994 0.24
H 5.397167 -1.893418 -0.247767 0.4134 0.0937 0.3217 0.20
H 4.988840 -1.888940 1.551393 0.1881 -0.2525 -0.1950 0.21
H 5.941051 0.099918 0.993108 0.0199 -0.0901 -0.0167 0.52
C -1.329536 0.789408 3.216337 -0.5643 0.5067 0.2445 -0.25
O -0.506655 0.799095 4.375718 0.1900 0.0095 -0.3526 -0.72
H -1.977424 1.671068 3.230530 -0.1151 -0.1089 -0.0961 0.17
H -0.775187 0.831733 2.270536 0.1625 -0.2532 0.0858 0.14
H -1.973865 -0.086166 3.253641 0.2223 -0.1454 -0.1067 0.21
H -0.267042 1.716469 4.531204 0.0640 -0.0488 0.2035 0.46
C -1.679658 -3.809127 1.083537 0.2170 0.0130 0.8504 -0.25
O -1.998354 -2.704131 1.915412 -0.0183 0.3165 0.1019 -0.76
H -0.867006 -3.561409 0.395429 -0.2623 -0.0779 -0.3297 0.16
H -1.284987 -4.566560 1.763647 -0.0096 -0.0690 -0.1279 0.19
H -2.570772 -4.233481 0.616340 0.1218 0.1198 -0.3349 0.17
H -2.446443 -2.015332 1.400292 -0.0423 -0.2914 -0.1045 0.49
```
Forces are in eV/Å.

Summary:
multiplicity	1
total charge	+1
frontier orbital gap	4.00	eV
energy above the lowest of the compared OMol25 structures with the same formula, charge and spin	252.3	kJ/mol

---

# 5
The following is a quantum chemistry calculation of a cluster of 2 separate species, C2H10NO in total in a non-equilibrium geometry, from the Open Molecules 2025 dataset.

Structure (XYZ):
```
14
Properties=species:S:1:pos:R:3:forces:R:3:nbo_charge:R:1
N -0.006639 0.918644 2.115950 -0.1150 0.6126 -1.5789 -0.87
H -0.610677 0.704875 2.901395 0.2653 -0.1986 0.3513 0.46
H 0.041306 0.190338 1.398424 -0.2782 -0.5507 0.1065 0.48
H -0.441240 1.648870 1.534345 0.0513 0.1035 0.3845 0.46
H 0.951279 1.197651 2.304472 0.0512 0.0908 0.7075 0.45
C -0.457947 -0.485006 -1.470913 0.0219 1.2949 1.3706 -0.06
O -0.723438 0.619758 -0.512103 0.5574 -0.1118 0.0326 -0.83
C 0.785108 -1.165278 -0.918698 -0.2553 0.3791 -1.3543 -0.63
H -1.416899 -0.986809 -1.473164 0.2807 -0.8359 -0.4335 0.19
H -0.187190 -0.049172 -2.427979 -0.3668 -0.0858 -0.2222 0.19
H -1.281658 1.287753 -0.910525 -0.2155 0.0334 -0.3359 0.49
H 1.012820 -2.032656 -1.538885 -0.0925 -0.3369 0.4766 0.25
H 1.597370 -0.472682 -1.146251 0.1368 0.0052 0.4414 0.22
H 0.737806 -1.376286 0.143932 -0.0415 -0.3997 0.0538 0.18
```
Forces are in eV/Å.

Summary:
multiplicity	1
total charge	+1
frontier orbital gap	11.00	eV
energy above the lowest of the compared OMol25 structures with the same formula, charge and spin	84.3	kJ/mol